[1]
Here is a cluster of 3 separate species, C5H11NO in total from OMol25. Energies are from wB97M-V/def2-TZVPD.

XYZ file:
```
18
Properties=species:S:1:pos:R:3
C -0.404 2.626 1.412
C -0.575 1.656 0.278
O -1.461 0.831 0.208
H -0.593 3.644 1.051
H 0.628 2.577 1.769
H -1.098 2.388 2.221
H 0.162 1.754 -0.544
C -0.203 -1.220 -2.183
C -0.628 -2.389 -1.715
H 0.571 -1.157 -2.946
H -0.623 -0.289 -1.809
H -1.408 -2.436 -0.958
H -0.227 -3.336 -2.066
C 0.841 -1.144 1.048
N 1.476 -0.048 1.117
H -0.250 -1.114 1.044
H 1.309 -2.132 0.977
H 2.485 -0.209 1.096
```

Properties
E_LUMO = 1.162 eV
E_HOMO = -9.65 eV
Structure (SMILES) = CC=O.C=C.C=N

=====

[2]
Here is an isolated molecule of C7H8N2O from OMol25. Energies are from wB97M-V/def2-TZVPD.

XYZ file:
```
18
Properties=species:S:1:pos:R:3
O -1.212 1.940 4.399
N -0.507 1.487 3.468
N -0.589 0.542 2.707
C -0.112 -0.384 1.914
C -0.153 -0.203 0.507
C -0.584 0.944 -0.088
C -0.585 1.035 -1.549
C 0.172 0.257 -2.299
C 0.924 -0.953 -1.769
C 0.439 -1.343 -0.334
H 0.344 -1.200 2.596
H -1.020 1.825 0.357
H -1.145 1.802 -2.058
H 0.287 0.416 -3.473
H 0.918 -1.737 -2.548
H 2.056 -0.664 -1.695
H 1.211 -1.812 0.231
H -0.443 -1.953 -0.367
```

Properties
E_LUMO (spin up / spin down) = -0.665 / -0.665 eV
E_HOMO (spin up / spin down) = -7.86 / -7.85 eV
Structure (SMILES) = O=N/N=C/C1=CC=CCC1

=====

[3]
Here is an isolated molecule of C18H20N2O5S2 from OMol25. Energies are from wB97M-V/def2-TZVPD.

XYZ file:
```
47
Properties=species:S:1:pos:R:3
C -4.812 -3.176 1.455
C -4.439 -2.677 0.060
N -3.717 -1.422 0.111
C -2.371 -1.314 0.133
O -1.793 -0.257 0.284
C -1.556 -2.605 -0.061
O -0.190 -2.255 -0.126
C 0.152 -1.559 -1.232
O -0.590 -1.429 -2.176
C 1.514 -1.020 -1.172
C 2.273 -1.046 -0.069
C 3.588 -0.489 0.023
N 4.302 -0.514 1.092
C 5.506 0.086 0.933
C 6.491 0.218 1.912
C 7.665 0.861 1.590
C 7.878 1.375 0.310
C 6.921 1.257 -0.677
C 5.735 0.612 -0.363
S 4.357 0.312 -1.369
C -4.519 -0.204 0.260
C -4.254 0.522 1.612
C -3.611 1.870 1.374
S -4.488 2.389 -0.122
O -3.813 3.420 -0.855
O -5.877 2.602 0.189
C -4.306 0.756 -0.904
H -3.920 -3.330 2.058
H -5.448 -2.455 1.962
H -5.348 -4.118 1.380
H -5.346 -2.523 -0.531
H -3.839 -3.428 -0.452
H -1.851 -3.098 -0.995
H -1.660 -3.281 0.788
H 1.853 -0.553 -2.087
H 1.905 -1.501 0.840
H 6.312 -0.183 2.897
H 8.436 0.973 2.338
H 8.809 1.875 0.088
H 7.084 1.654 -1.666
H -5.562 -0.529 0.257
H -3.628 -0.106 2.245
H -5.211 0.678 2.112
H -2.561 1.789 1.110
H -3.766 2.573 2.184
H -5.027 0.632 -1.705
H -3.293 0.717 -1.290
```

Properties
E_LUMO = -0.688 eV
E_HOMO = -8.82 eV
Structure (SMILES) = CCN(C(=O)COC(=O)/C=C/c1nc2ccccc2s1)[C@H]1CCS(=O)(=O)C1

=====

[4]
Here is a structure of composition C29H52Cl2CoN3O4Si from OMol25. Energies are from wB97M-V/def2-TZVPD.

XYZ file:
```
92
Properties=species:S:1:pos:R:3
C -2.566 -0.119 -5.462
C -1.542 -0.799 -4.605
H -2.160 0.775 -5.972
H -3.439 0.197 -4.867
H -2.868 -0.875 -6.214
C -0.535 -1.537 -5.104
C -0.218 -1.762 -6.546
H 0.220 -1.896 -4.406
H 0.136 -0.867 -7.082
H -1.070 -2.163 -7.115
H 0.590 -2.509 -6.573
Co -0.692 0.295 2.199
Cl -2.792 0.678 2.515
C -0.688 -2.794 2.666
O 0.011 -1.975 3.289
N -0.242 -3.995 2.226
C 1.168 -4.261 1.968
C -1.175 -5.093 2.361
H -1.761 -2.631 2.376
H 1.752 -3.334 2.032
H 1.253 -4.689 0.961
H 1.539 -5.001 2.689
H -2.112 -4.677 2.760
H -0.781 -5.851 3.053
H -1.362 -5.543 1.379
H 2.079 4.865 3.948
H -1.475 5.800 3.886
C 1.662 5.395 3.079
C -0.762 6.130 3.119
N 0.236 5.079 2.882
H 2.232 5.146 2.172
C -0.131 3.873 2.574
O 0.829 2.930 2.692
H -1.319 6.339 2.198
H -1.168 3.580 2.383
H 1.692 6.471 3.264
H -0.230 7.020 3.457
H 2.514 0.784 -3.217
H 2.375 -2.100 -3.880
C 3.446 0.275 -2.937
C 3.156 -2.174 -3.110
N 3.152 -0.980 -2.282
H 4.003 0.914 -2.251
C 3.107 -1.015 -0.916
O 3.164 -0.006 -0.218
H 2.946 -3.053 -2.490
H 3.020 -2.042 -0.501
H 4.030 0.094 -3.842
H 4.122 -2.297 -3.617
O -0.717 0.663 -2.938
C -1.561 -0.457 -3.134
C 0.103 -2.058 -2.013
C -1.211 -1.659 -2.248
H 0.925 -1.386 -2.269
C 0.353 -3.325 -1.456
H -2.567 -0.184 -2.800
C -2.268 -2.439 -1.766
H 1.377 -3.670 -1.308
C -0.707 -4.156 -1.069
C -2.026 -3.677 -1.164
H -3.288 -2.071 -1.913
H -0.499 -5.150 -0.641
H -2.849 -4.302 -0.803
Si -0.823 2.285 -2.857
Cl 0.363 -0.830 0.870
C 0.842 2.529 -1.974
C -2.171 2.535 -1.596
C -0.876 3.043 -4.542
H 1.130 1.624 -1.414
H 0.837 3.359 -1.255
H 1.667 2.713 -2.679
H -0.377 2.433 -5.316
H -0.297 3.977 -4.434
H -1.895 3.290 -4.889
H -2.210 1.706 -0.871
H -3.159 2.578 -2.065
H -1.990 3.454 -1.024
C -0.906 1.585 6.113
C 0.044 0.606 5.440
C 1.458 0.626 6.011
C -0.509 -0.789 5.675
C 0.034 0.938 3.968
C 0.380 1.676 2.961
H -1.052 1.338 7.171
H -1.882 1.526 5.616
H -0.569 2.625 6.048
H 1.478 0.300 7.062
H 2.085 -0.084 5.458
H 1.936 1.610 5.961
H -1.485 -0.866 5.198
H 0.141 -1.535 5.219
H -0.604 -0.987 6.748
```

Properties
E_LUMO (spin up / spin down) = 2.427 / 2.435 eV
Multiplicity = 4
E_HOMO (spin up / spin down) = -0.96 / -0.96 eV
Charge = -1

=====

[5]
Here is a structure of composition C9H20ClCuF4N3O8S4 from OMol25. Energies are from wB97M-V/def2-TZVPD.

XYZ file:
```
50
Properties=species:S:1:pos:R:3
Cu -2.037 0.956 0.697
C 2.308 -3.044 2.361
C 1.360 -2.317 1.360
C 2.039 -0.996 0.870
C 1.237 -0.435 -0.319
N 1.862 0.540 -1.278
C 0.768 1.322 -1.971
C 1.331 2.699 -2.298
C 2.627 2.865 -1.513
C 2.614 1.672 -0.572
C 2.756 -0.175 -2.214
H 1.974 -4.080 2.332
H 2.310 -2.666 3.379
H 3.285 -2.947 1.890
H 0.337 -2.068 1.636
H 1.346 -2.993 0.502
H 3.101 -1.119 0.643
H 2.010 -0.320 1.727
H 0.403 0.103 0.089
H 0.809 -1.265 -0.882
H 0.590 0.744 -2.879
H -0.141 1.449 -1.387
H 1.437 2.866 -3.369
H 0.575 3.381 -1.901
H 3.504 2.861 -2.162
H 2.653 3.786 -0.935
H 3.626 1.337 -0.345
H 2.065 1.907 0.339
H 2.340 -1.064 -2.682
H 3.620 -0.550 -1.662
H 3.130 0.544 -2.940
Cl -0.778 3.383 0.353
N -2.618 0.347 2.727
S -3.001 -0.997 3.427
O -3.710 -1.844 2.531
O -3.362 -0.981 4.832
F -1.526 -1.652 3.587
S -4.002 1.198 3.257
O -3.898 1.833 4.527
O -5.245 0.628 2.833
F -3.790 2.361 2.175
N -2.253 -0.224 -1.180
S -2.369 -1.722 -1.210
O -1.281 -2.504 -1.755
O -3.704 -2.267 -1.207
F -1.912 -1.881 0.366
S -3.039 0.099 -2.627
O -4.414 0.426 -2.459
O -2.658 -0.677 -3.785
F -2.280 1.476 -2.908
```

Properties
E_LUMO = 1.705 eV
E_HOMO = -6.46 eV
Charge = -1

=====

[6]
Here is a cluster of 3 separate species, C3H11NO3 in total from OMol25. Energies are from wB97M-V/def2-TZVPD.

XYZ file:
```
18
Properties=species:S:1:pos:R:3
C -0.645 -0.328 -0.826
C -0.605 -1.083 0.522
O -1.623 -0.630 1.319
N -0.050 0.933 -0.787
C 1.301 0.868 -0.296
O 1.432 -2.056 -0.842
H -1.691 -0.295 -1.140
H -0.051 -0.970 -1.531
H -0.676 -2.157 0.381
H 0.367 -0.897 1.001
H -1.417 0.360 1.503
H -0.609 1.510 -0.001
H 1.698 -0.141 -0.421
H 1.324 0.918 0.811
H 1.792 -1.980 -1.733
H -1.530 2.521 1.370
H 1.916 1.681 -0.676
O -0.933 1.747 1.345
```

Properties
E_LUMO = -4.050 eV
E_HOMO = -9.21 eV